Entry 1:
DFT (ωB97M-V/def2-TZVPD) results for a cluster of 2 separate species, C2H6N in total at a distorted geometry.

CARTESIAN COORDINATES (ANGSTROEM)
1 C -0.6821 0.5168 0.0887
2 C -1.7035 -0.4089 0.0748
3 N 2.0004 0.0243 0.1081
4 H 0.5268 0.3561 0.2894
5 H -1.4555 -1.4896 0.0131
6 H -2.7984 -0.1303 0.0333
7 H -0.7464 1.5854 -0.3334
8 H 2.2371 0.0543 -0.8625
9 H 2.6216 -0.5080 0.5885

Computed properties:
Highest occupied orbital energy = -15.77 eV
Total charge = +1

Entry 2:
DFT (ωB97M-V/def2-TZVPD) results for the ion C6H14NO2S with charge +1 at a distorted geometry.

CARTESIAN COORDINATES (ANGSTROEM)
1 C -3.1877 -0.6427 -0.1374
2 C -2.0890 0.0512 -0.0264
3 C -1.8659 1.3946 0.6324
4 O -0.9367 -0.5851 -0.4681
5 S 0.4611 -1.0951 0.1475
6 C 0.9176 -1.9835 -1.2619
7 O 0.3030 -1.6959 1.4300
8 N 1.4979 0.1556 0.1500
9 C 2.0642 0.5700 1.4658
10 C 1.4722 1.1069 -0.9458
11 H -4.1809 -0.3035 0.0932
12 H -3.2583 -1.6097 -0.7764
13 H -1.2766 1.2629 1.6133
14 H -1.1022 1.9204 -0.0219
15 H -2.7000 1.8718 0.9887
16 H 0.5220 -1.3620 -2.1435
17 H 0.3765 -2.9947 -1.1555
18 H 2.0152 -2.1993 -1.3071
19 H 3.1500 0.6492 1.3816
20 H 1.6049 1.4509 1.9718
21 H 1.9056 -0.2695 2.0579
22 H 2.4414 1.2437 -1.5567
23 H 0.6477 0.9325 -1.5469
24 H 1.2178 2.1315 -0.5846

Computed properties:
SMILES = C=C(C)O[S@](C)(=O)=[N+](C)C
Highest occupied orbital energy = -13.50 eV
Total charge = +1

Entry 3:
DFT (ωB97M-V/def2-TZVPD) results for an isolated molecule of C3H9N3O2 at a distorted geometry.

CARTESIAN COORDINATES (ANGSTROEM)
1 C -1.6136 1.4241 -0.2231
2 C -1.6067 -0.0249 0.2294
3 C -1.7428 -1.0381 -0.8503
4 N -0.4539 -0.2058 1.1128
5 N 0.8208 -0.2340 0.5993
6 O 1.2188 -1.4552 -0.0062
7 N 1.3634 0.8977 0.0856
8 O 2.3649 0.6859 -0.7108
9 H -0.8413 1.6207 -0.9652
10 H -1.4237 2.1589 0.6408
11 H -2.5807 1.6275 -0.8354
12 H -2.4395 -0.2786 0.8925
13 H -1.3968 -1.9973 -0.3673
14 H -1.0687 -0.7261 -1.6906
15 H -2.8877 -1.0326 -1.1058
16 H -0.4923 0.4988 1.8899
17 H 2.1272 -1.0886 -0.2425

Computed properties:
SMILES = CC(C)NN(O)N=O
Highest occupied orbital energy = -9.48 eV

Respective relative energy (zero: lowest compared OMol25 entry of this formula, charge and spin) values: 161.32, 74.03, 165.68 kcal per mole.